180
Properties=species:S:1:pos:R:3 method="wB97M-V/def2-TZVPD" lumo_ev=-3.78 charge=+1 spin_multiplicity=1 homo_lumo_gap_ev=6.089
C 4.77897 7.10504 -0.64746
C 6.38825 6.89890 -1.05390
N 6.45686 5.86217 -2.15305
C 7.56959 4.85827 -1.95144
C 7.23344 3.35779 -2.60797
C 6.71756 2.43131 -1.33724
N 7.47117 1.47864 -0.43053
C 8.95202 1.17722 -0.53623
N 9.29242 -0.30235 -0.38259
C 6.44867 0.95788 0.59804
C 4.94180 1.60123 0.35731
C 3.58502 1.35852 1.23701
F 3.83065 0.10342 2.04223
F 3.49921 2.45771 2.22791
C 2.21966 1.08007 0.37956
C 0.96531 1.15681 1.47791
Si -0.15287 2.70885 1.27900
C 0.69188 4.39059 1.68558
C -1.59331 2.50435 2.59873
C -1.02645 2.64987 -0.45051
C -0.42492 3.26596 -1.84758
C -1.29286 3.10384 -3.26261
C -2.78141 2.36224 -3.31391
C -3.37133 1.75236 -1.90129
C -2.51180 1.89925 -0.49233
N 5.25791 2.46708 -0.84050
P 4.10771 3.51649 -1.70832
O 2.94717 4.27132 -0.62304
Cl 3.09976 2.15371 -3.05867
C 6.45012 6.46867 -3.53863
C 5.38446 5.78650 -4.63164
O 7.21228 7.50113 -3.92138
H 4.50018 8.25707 -0.52400
H 4.49669 6.52168 0.34553
H 4.06431 6.71100 -1.51405
H 6.75912 7.97609 -1.37535
H 6.93163 6.60630 -0.05938
H 8.61539 5.25807 -2.36264
H 7.72311 4.69559 -0.78331
H 6.44406 3.42852 -3.48100
H 8.25356 2.93949 -3.00946
H 9.44099 1.63885 -1.52179
H 9.49053 1.72701 0.37552
H 10.18778 -0.51137 -0.91819
H 8.53739 -0.84102 -0.87162
H 6.76804 0.21109 1.45589
H 2.20175 -0.02434 -0.07307
H 1.98486 1.85331 -0.46514
H 0.28565 0.20526 1.24095
H 1.32327 1.09650 2.59079
H 0.02236 5.04601 2.42563
H 0.84553 5.05555 0.71163
H 1.74313 4.31541 2.19492
H -1.11573 2.77852 3.65678
H -2.37836 3.35868 2.34908
H -2.05764 1.42669 2.58107
H 0.62463 3.80848 -1.85286
H -0.88883 3.50353 -4.28901
H -3.42318 2.24244 -4.28956
H -4.41386 1.18497 -1.88132
H -3.01407 1.40412 0.46406
H 3.35658 4.37576 0.28553
H 5.90650 4.90270 -5.21015
H 4.42207 5.35918 -4.07617
H 5.00501 6.63107 -5.34771
C -5.22089 4.90056 4.05911
Br -3.75875 4.37636 5.23021
Br -4.87546 4.41385 2.20759
Br -6.93003 4.21128 4.68199
H -5.28415 5.99311 4.09603
C 0.77464 -1.49136 -2.95676
Br -0.55640 -2.00901 -4.27755
Br 0.32590 0.19648 -2.09992
Br 1.09008 -2.90246 -1.65540
H 1.71564 -1.33650 -3.49487
C -7.16238 3.64243 -1.51192
Br -7.42947 5.49580 -2.03898
Br -5.29189 3.25776 -1.14087
Br -8.31337 3.13913 -0.02661
H -7.45303 3.02204 -2.36612
C -10.03450 -0.71964 1.12208
Br -10.72405 0.72302 2.22993
Br -10.97445 -0.84032 -0.57683
Br -8.10933 -0.58693 0.87640
H -10.22452 -1.65445 1.65971
C 3.58820 -6.48706 -1.68848
Br 2.57647 -6.45448 -0.02733
Br 2.42251 -6.50236 -3.24581
Br 4.88914 -5.04319 -1.77221
H 4.15141 -7.42603 -1.70145
C 5.64722 1.56696 -6.99605
Br 3.84341 1.95845 -7.61015
Br 6.98011 2.61401 -7.95073
Br 5.81487 1.76635 -5.06826
H 5.84214 0.51444 -7.22677
C 0.13064 3.75509 7.17534
Br -0.56448 5.53367 6.80442
Br 1.36428 3.15765 5.79492
Br 0.91983 3.64180 8.94976
H -0.72252 3.06885 7.16046
C 0.64507 -8.63569 -6.12698
Br 0.33472 -6.71593 -6.07908
Br -0.26080 -9.55198 -4.66953
Br 0.18920 -9.39977 -7.85689
H 1.71955 -8.78957 -5.98263
C 0.49456 -2.22098 -8.04366
Br -0.50523 -0.61212 -8.48649
Br 0.00878 -3.71416 -9.19204
Br 2.41375 -1.90328 -8.04235
H 0.21590 -2.49953 -7.02200
C 1.32333 -1.06711 6.28589
Br 2.47675 -1.02592 7.85179
Br 2.11304 -0.12193 4.78012
Br 0.81023 -2.88278 5.81228
H 0.40441 -0.53416 6.55155
C -12.38149 -4.42224 -0.91346
Br -10.91934 -4.94644 0.25764
Br -12.03605 -4.90895 -2.76498
Br -14.09062 -5.11152 -0.29058
H -12.44474 -3.32970 -0.87654
C -14.39284 3.22432 2.27081
Br -13.23943 3.26551 3.83671
Br -13.60314 4.16951 0.76504
Br -14.90595 1.40866 1.79720
H -15.31176 3.75727 2.53646
C 7.67255 11.30484 0.03692
Br 7.71846 9.82629 -1.22637
Br 8.15851 12.99053 -0.80371
Br 5.96102 11.42034 0.95428
H 8.43064 11.09756 0.79939
C -3.91010 -8.06390 -7.57348
Br -3.30653 -9.91300 -7.54866
Br -4.46613 -7.46021 -5.80975
Br -2.58176 -6.87928 -8.35860
H -4.79428 -8.02481 -8.21824
C 9.10990 1.51468 3.48371
Br 7.30610 1.90617 2.86960
Br 10.44280 2.56173 2.52903
Br 9.27756 1.71406 5.41150
H 9.30482 0.46216 3.25299
C -3.81880 -13.84671 -7.73651
Br -2.35666 -14.37091 -6.56541
Br -3.47337 -14.33342 -9.58803
Br -5.52794 -14.53599 -7.11363
H -3.88206 -12.75416 -7.69959
C 4.32131 3.77419 12.00011
Br 4.53367 3.50256 10.08563
Br 2.46589 3.59209 12.55563
Br 5.50186 2.62120 13.03022
H 4.61846 4.80669 12.21144
C -14.39688 -5.09403 3.80268
Br -13.15549 -6.59160 3.78481
Br -15.31271 -4.93331 5.51141
Br -13.53153 -3.43020 3.28588
H -15.16221 -5.30412 3.04826
C -15.51974 -9.15975 6.31882
Br -14.05760 -9.68394 7.48992
Br -15.17431 -9.64646 4.46730
Br -17.22888 -9.84903 6.94170
H -15.58300 -8.06720 6.35574
C -8.90936 -16.43643 -8.08231
Br -9.21971 -14.51666 -8.03441
Br -9.81523 -17.35272 -6.62486
Br -9.36523 -17.20050 -9.81222
H -7.83488 -16.59031 -7.93796
C -8.08684 6.34661 8.50114
Br -9.39090 5.53535 7.30725
Br -6.56028 7.05956 7.52867
Br -8.89772 7.68458 9.65722
H -7.70867 5.55001 9.15033
C 12.65543 -1.87315 0.89903
Br 12.70134 -3.35169 -0.36426
Br 13.14140 -0.18746 0.05840
Br 10.94390 -1.75764 1.81639
H 13.41352 -2.08042 1.66151
C 12.54013 -2.91818 5.97643
Br 11.54033 -1.30932 5.53361
Br 12.05435 -4.41136 4.82805
Br 14.45932 -2.60048 5.97774
H 12.26147 -3.19673 6.99809

19
Properties=species:S:1:pos:R:3 method="wB97M-V/def2-TZVPD" lumo_ev=5.80 smiles="O=C([O-])[C@@]1(Oc2ccccc2[S-])OC1=O" charge=-2 spin_multiplicity=1 de_lowest_kcal_mol=0.00 homo_lumo_gap_ev=5.947
O -3.75184 1.71181 -0.64880
C -2.71394 1.71934 0.01766
O -2.09658 2.65157 0.53313
C -2.02970 0.29203 0.19925
O -1.02876 0.19726 1.13547
C 0.24997 -0.07013 0.63152
C 1.09561 1.00601 0.45942
C 2.40325 0.82934 0.02338
C 2.84736 -0.45514 -0.25566
C 2.00434 -1.53182 -0.10320
C 0.67778 -1.38839 0.34613
S -0.31814 -2.75226 0.53918
O -3.02587 -0.85496 0.21563
C -2.23499 -0.72196 -0.81394
O -2.05715 -1.16545 -1.90659
H 0.70426 1.99141 0.67460
H 3.05473 1.68556 -0.11614
H 3.86530 -0.61176 -0.60331
H 2.35437 -2.53245 -0.32774

126
Properties=species:S:1:pos:R:3 method="wB97M-V/def2-TZVPD" lumo_ev=0.37 charge=0 spin_multiplicity=1 de_lowest_kcal_mol=41.90 homo_lumo_gap_ev=10.126
C 0.20905 -1.06207 4.53143
C -0.15719 -2.50324 4.85605
O 0.97032 -3.36009 4.64216
H 0.66520 -0.98354 3.54232
H 0.92470 -0.61273 5.22096
H -0.70275 -0.46258 4.51692
H -0.94535 -2.85146 4.18248
H -0.49045 -2.50432 5.89907
H 0.68794 -4.27624 4.71562
C 0.76061 -1.69698 -3.95699
C 0.55674 -2.80577 -4.96615
O -0.17378 -2.25374 -6.07390
H 1.40175 -0.88535 -4.30857
H 1.13026 -2.01037 -2.98143
H -0.21614 -1.22463 -3.79960
H -0.02138 -3.60704 -4.49438
H 1.52135 -3.17698 -5.32247
H -0.25573 -2.96520 -6.71865
C 0.29628 -4.27667 -0.20317
C 0.67567 -4.19580 1.25218
O 0.75739 -2.82808 1.67951
H -0.01658 -5.30213 -0.42406
H 1.09344 -4.06695 -0.91891
H -0.53395 -3.64176 -0.51540
H 1.59054 -4.74120 1.49299
H -0.16291 -4.60703 1.83390
H 1.02823 -2.80817 2.60856
C -2.40631 -3.31113 -2.77152
C -3.09909 -2.70200 -3.97939
O -4.19641 -3.55475 -4.30559
H -3.11021 -3.39938 -1.94315
H -1.60410 -2.62880 -2.48262
H -2.01340 -4.29325 -3.02855
H -2.40304 -2.65483 -4.82660
H -3.36221 -1.65046 -3.80645
H -4.63683 -3.18557 -5.07871
C 0.08660 0.71380 0.66338
C 0.16451 -0.12117 -0.60061
O 1.18781 -1.09218 -0.54042
H 1.00360 1.30749 0.78441
H 0.07492 0.08401 1.55633
H -0.73339 1.43150 0.67348
H 0.31569 0.48874 -1.49311
H -0.84220 -0.56277 -0.68129
H 1.02893 -1.55033 0.30471
C -0.04566 4.53114 0.53779
C 0.74008 5.74677 1.04369
O 0.41725 6.88544 0.24776
H 0.38204 4.14182 -0.38405
H -1.07363 4.84416 0.34463
H -0.11731 3.71664 1.25954
H 1.81242 5.55466 0.97473
H 0.51535 5.94030 2.09457
H 0.03929 7.54954 0.82682
C -0.74442 3.21099 -2.99685
C -0.56935 2.55753 -4.34009
O -1.68328 1.69961 -4.54750
H -1.62827 3.84497 -2.92378
H 0.09743 3.84994 -2.71182
H -0.77593 2.46009 -2.20331
H 0.37733 2.00226 -4.37951
H -0.44964 3.28544 -5.15318
H -1.49364 1.11511 -5.28968
C 3.86486 -3.61326 -1.97842
C 4.06244 -2.24529 -2.57851
O 4.06537 -2.41496 -4.00292
H 3.72130 -3.60711 -0.89415
H 4.75334 -4.22504 -2.14880
H 3.00337 -4.14987 -2.37700
H 5.01470 -1.79452 -2.27875
H 3.28758 -1.52345 -2.30597
H 3.97736 -1.54900 -4.41266
C -3.64364 2.76743 1.54634
C -2.88329 2.60094 2.85055
O -2.50382 1.23965 3.02517
H -4.03545 3.78573 1.45146
H -4.48310 2.08918 1.40721
H -2.95011 2.65926 0.70826
H -3.48225 2.88162 3.72655
H -2.01812 3.26346 2.90104
H -3.25842 0.69757 2.75573
C 3.41335 -0.36393 2.55886
C 4.25860 -0.24771 3.81610
O 4.94231 -1.47075 4.13606
H 2.76966 -1.24149 2.62957
H 4.01708 -0.50856 1.66014
H 2.83081 0.54479 2.40543
H 3.61067 -0.05860 4.68037
H 4.94355 0.59516 3.72361
H 4.33675 -1.96674 4.69114
C -3.84400 0.16578 -1.40983
C -4.15785 1.40115 -2.22036
O -5.53238 1.75284 -2.06388
H -3.99858 0.39222 -0.34682
H -2.76615 -0.02846 -1.41834
H -4.44067 -0.70784 -1.66725
H -3.89259 1.17759 -3.26067
H -3.56135 2.26502 -1.93519
H -6.08205 1.03160 -2.38069
C 1.22577 2.88532 3.69406
C 2.01800 2.75351 4.97127
O 3.27757 3.40855 4.75635
H 1.71756 2.36348 2.87835
H 1.06459 3.93587 3.44559
H 0.21414 2.49834 3.84950
H 2.20800 1.69418 5.17913
H 1.54944 3.22141 5.84185
H 3.77453 3.41422 5.57915
C -2.75240 -1.93136 1.90430
C -4.24763 -1.83737 1.86414
O -4.67094 -0.57378 2.42917
H -2.34039 -2.74519 1.30441
H -2.37842 -2.06174 2.92464
H -2.21862 -1.04102 1.56053
H -4.79269 -2.59682 2.42855
H -4.54729 -1.80830 0.80758
H -5.62363 -0.62194 2.54132
C 3.75020 1.40061 -1.12113
C 3.46934 2.65646 -1.91231
O 2.97497 2.26068 -3.19071
H 4.38021 0.74222 -1.73050
H 2.83089 0.83331 -0.95636
H 4.26652 1.46613 -0.16454
H 4.37772 3.25917 -2.00518
H 2.69714 3.24586 -1.40468
H 2.58791 3.03854 -3.60233